Record 1
# C30H33AgBN8O7P2

A structure of composition C30H33AgBN8O7P2 (ωB97M-V/def2-TZVPD, OMol25).

The value obtained for the LUMO energy (spin up / spin down) is 4.1439 / 4.1436 eV. The value obtained for the frontier orbital gap (spin up / spin down) is 3.75 / 5.87 eV. The calculation puts the HOMO energy (spin up / spin down) at 0.4 / -1.7 eV. The spin multiplicity is 2. As for the total charge: -2.

Last column: Löwdin spin population.
Positions of all 82 atoms, in Å:
Ag  -1.06  -1.23  -1.19  0.000
C  -1.58  0.80  2.46  0.003
C  -0.91  1.56  1.35  0.001
C  -0.15  2.74  1.42  0.000
C  0.15  3.03  0.11  0.000
N  -0.41  2.09  -0.67  0.000
N  -1.06  1.17  0.09  0.001
B  -0.58  1.93  -2.19  0.000
N  0.43  0.90  -2.76  0.000
C  1.75  1.13  -2.86  0.000
C  2.33  0.04  -3.48  0.000
C  1.26  -0.84  -3.72  0.000
C  1.26  -2.19  -4.35  0.000
N  0.12  -0.31  -3.28  0.000
N  -2.06  1.55  -2.45  0.000
C  -3.07  2.44  -2.42  0.000
C  -4.25  1.75  -2.27  0.000
C  -3.86  0.40  -2.17  0.000
C  -4.68  -0.83  -1.95  0.000
N  -2.54  0.30  -2.28  0.000
N  -0.34  3.25  -2.99  0.000
C  -0.75  3.44  -4.26  0.000
C  -0.13  4.57  -4.75  0.000
C  0.68  5.01  -3.68  0.000
C  1.60  6.18  -3.61  0.000
N  0.55  4.20  -2.64  0.000
H  -1.15  1.08  3.42  0.001
H  -1.44  -0.27  2.34  0.003
H  -2.65  1.02  2.48  0.000
H  0.18  3.26  2.31  0.000
H  0.72  3.84  -0.31  0.000
H  2.17  2.05  -2.49  0.000
H  3.37  -0.11  -3.69  0.000
H  1.40  -2.13  -5.44  0.000
H  0.31  -2.69  -4.16  0.000
H  2.06  -2.80  -3.94  0.000
H  -2.88  3.49  -2.52  0.000
H  -5.25  2.15  -2.24  0.000
H  -5.64  -0.76  -2.48  0.000
H  -4.90  -0.97  -0.89  0.000
H  -4.15  -1.71  -2.30  0.000
H  -1.44  2.76  -4.73  0.000
H  -0.24  5.02  -5.73  0.000
H  1.15  7.07  -4.05  0.000
H  2.54  5.99  -4.14  0.000
H  1.85  6.40  -2.57  0.000
O  -2.49  -3.24  -0.12  0.001
P  -1.52  -4.34  -0.83  0.000
O  -2.12  -5.68  -0.78  0.000
O  -1.10  -3.65  -2.09  0.000
O  -0.21  -4.33  0.16  0.001
P  1.12  -3.45  0.15  0.005
O  1.38  -3.18  -1.38  0.002
O  2.23  -4.06  0.88  0.001
O  0.67  -2.00  0.65  0.021
H  -2.77  -3.56  0.76  0.001
H  0.55  -3.36  -1.92  0.000
C  0.56  -3.41  7.01  0.084
C  -0.70  -3.48  6.43  0.008
C  -0.90  -3.13  5.11  0.055
C  0.17  -2.68  4.29  0.051
C  1.45  -2.64  4.89  0.063
C  1.63  -2.99  6.22  0.004
C  -0.06  -2.37  2.91  0.144
C  0.81  -1.69  2.06  0.177
C  1.75  -0.66  2.29  0.053
C  1.83  0.02  3.54  0.080
C  2.76  1.02  3.76  0.004
C  3.65  1.42  2.76  0.109
C  3.57  0.78  1.52  0.010
C  2.66  -0.22  1.28  0.073
H  0.72  -3.68  8.05  0.007
H  -1.55  -3.83  7.02  -0.002
H  -1.89  -3.19  4.68  0.004
H  2.30  -2.35  4.29  0.007
H  2.63  -2.94  6.63  -0.002
H  -0.95  -2.78  2.46  0.012
H  1.15  -0.25  4.34  0.009
H  2.77  1.51  4.73  -0.003
H  4.37  2.21  2.93  0.009
H  4.23  1.09  0.71  -0.002
H  2.62  -0.68  0.30  0.005


Record 2
# C37H48F3MnSb2

A structure of composition C37H48F3MnSb2 (ωB97M-V/def2-TZVPD, OMol25).

The value obtained for the LUMO energy (spin up / spin down) is -2.0921 / -2.7489 eV. The value obtained for the frontier orbital gap (spin up / spin down) is 7.59 / 8.26 eV. The calculation puts the HOMO energy (spin up / spin down) at -9.7 / -11.0 eV. The spin multiplicity is 6. As for the total charge: +1.

Last column: Löwdin spin population.
Positions of all 91 atoms, in Å:
Mn  -1.34  0.08  0.45  4.586
C  -3.66  -0.19  0.42  0.054
C  -3.37  1.15  0.81  0.033
C  -2.66  1.10  2.05  0.038
C  -2.50  -0.27  2.41  0.047
C  -3.10  -1.07  1.39  0.027
C  -3.28  -2.56  1.40  0.009
C  -1.92  -0.74  3.72  0.009
C  -2.36  2.26  2.94  0.009
C  -3.84  2.39  0.11  0.009
C  -4.50  -0.63  -0.73  0.008
H  -4.31  -2.82  1.62  0.002
H  -2.66  -3.04  2.15  0.000
H  -3.04  -3.01  0.43  0.001
H  -2.61  -0.54  4.54  0.003
H  -0.98  -0.24  3.96  0.001
H  -1.73  -1.81  3.71  0.000
H  -2.14  3.17  2.38  0.000
H  -1.51  2.06  3.59  0.000
H  -3.21  2.48  3.58  0.002
H  -4.86  2.65  0.42  0.002
H  -3.86  2.26  -0.97  0.001
H  -3.20  3.24  0.33  0.000
H  -5.47  -1.00  -0.39  0.002
H  -4.04  -1.44  -1.31  0.001
H  -4.71  0.19  -1.41  0.000
C  -1.48  0.63  -5.52  0.002
C  -2.27  0.35  -4.24  0.012
C  -3.25  1.49  -3.98  0.001
Sb  -1.12  -0.12  -2.48  0.035
C  -0.44  -2.13  -2.88  0.005
C  -0.02  -2.78  -1.57  0.008
C  0.65  -2.27  -3.92  0.001
C  0.74  0.98  -2.54  0.005
C  0.59  2.30  -1.79  0.011
C  1.43  1.24  -3.87  0.001
H  -2.14  0.52  -6.38  0.001
H  -0.63  -0.04  -5.67  0.000
H  -1.10  1.65  -5.52  0.000
H  -2.84  -0.58  -4.38  0.000
H  -2.73  2.42  -3.77  0.000
H  -3.93  1.28  -3.15  0.000
H  -3.86  1.66  -4.87  0.000
H  -1.35  -2.64  -3.23  0.000
H  0.91  -2.33  -1.19  0.001
H  0.18  -3.84  -1.71  0.000
H  -0.77  -2.69  -0.78  0.005
H  1.57  -1.78  -3.60  0.000
H  0.38  -1.87  -4.90  0.000
H  0.89  -3.33  -4.07  0.000
H  1.39  0.32  -1.95  0.001
H  -0.06  2.99  -2.33  0.000
H  1.56  2.79  -1.67  0.000
H  0.16  2.18  -0.78  0.009
H  0.87  1.95  -4.48  0.000
H  1.58  0.34  -4.47  0.000
H  2.42  1.67  -3.69  0.000
F  6.53  1.18  -1.95  0.000
C  5.41  0.92  -1.26  0.000
C  4.71  -0.25  -1.54  0.000
C  3.56  -0.51  -0.83  0.001
C  3.10  0.38  0.14  0.006
C  3.83  1.53  0.40  0.001
C  4.99  1.81  -0.30  0.000
Sb  1.33  -0.02  1.21  0.030
C  1.75  -1.90  2.03  0.003
C  0.72  -2.80  2.27  0.003
C  0.97  -4.05  2.81  0.000
C  2.28  -4.38  3.10  0.000
F  2.54  -5.58  3.63  0.000
C  3.34  -3.52  2.87  0.000
C  3.06  -2.27  2.32  0.000
C  1.59  1.28  2.84  0.003
C  1.12  2.58  2.76  0.001
C  1.33  3.48  3.79  0.000
C  2.00  3.04  4.92  0.000
F  2.21  3.90  5.92  0.000
C  2.47  1.74  5.04  0.000
C  2.26  0.87  3.99  0.000
H  5.09  -0.93  -2.30  0.000
H  3.02  -1.43  -1.04  0.000
H  3.49  2.23  1.16  0.000
H  5.57  2.71  -0.11  0.000
H  -0.31  -2.54  2.02  0.003
H  0.18  -4.76  3.00  0.000
H  4.35  -3.83  3.11  0.000
H  3.88  -1.60  2.12  0.000
H  0.58  2.93  1.88  0.001
H  0.97  4.50  3.75  0.000
H  2.99  1.45  5.94  0.000
H  2.63  -0.15  4.08  0.000